1.
Molecular formula: C4H5NO3
Method: DFT, ωB97M-V with the def2-TZVPD basis set

Cartesian coordinates (Å):
1 O -1.68 -0.29 1.09
2 H 2.42 0.74 -0.32
3 N -0.12 1.41 0.23
4 H 1.79 -0.53 -1.39
5 O -2.73 1.58 0.25
6 C -1.83 0.84 0.46
7 H 0.47 2.18 0.49
8 H 2.15 -0.91 0.29
9 O -0.56 -2.03 -0.13
10 C 0.36 0.21 -0.01
11 C -0.71 -0.69 -0.01
12 C 1.77 -0.13 -0.38
13 H -1.34 -2.39 -0.57

highest occupied orbital energy = -7.772 eV
Kohn-Sham gap = 8.307 eV
E_LUMO = 0.0197 hartree
M = 115.09 u

Partial charges, Mulliken, in e: number 1, O, carries -0.276; number 2, H, carries 0.355; number 3, N, carries -0.335; number 4, H, carries 0.296; number 5, O, carries -0.430; number 6, C, carries 0.694; number 7, H, carries 0.205; number 8, H, carries 0.289; number 9, O, carries -0.495; number 10, C, carries 0.596; number 11, C, carries -0.146; number 12, C, carries -1.134; number 13, H, carries 0.381

=====

2.
Molecular formula: C4H5NO3
Method: DFT, ωB97M-V with the def2-TZVPD basis set

Cartesian coordinates (Å):
1 H -2.35 -3.14 0.30
2 O -0.90 1.83 0.75
3 O 0.80 -0.05 0.71
4 H 0.15 0.15 -1.25
5 C 1.91 0.72 0.22
6 N -1.25 0.89 0.09
7 C -0.21 -0.21 -0.18
8 C -0.88 -1.46 -0.05
9 H 2.79 0.56 0.89
10 O -2.09 0.83 -0.77
11 C -1.64 -2.37 0.08
12 H 2.07 0.41 -0.95
13 H 1.60 1.83 0.15

highest occupied orbital energy = -10.448 eV
Kohn-Sham gap = 10.458 eV
SMILES string = C#C[C@H](OC)[N+](=O)[O-]
E_LUMO = 0.0004 hartree
M = 115.09 u

Partial charges, Mulliken, in e: number 1, H, carries 0.437; number 2, O, carries -0.524; number 3, O, carries -0.346; number 4, H, carries 0.275; number 5, C, carries -0.533; number 6, N, carries 0.818; number 7, C, carries 0.365; number 8, C, carries -0.999; number 9, H, carries 0.233; number 10, O, carries -0.525; number 11, C, carries 0.263; number 12, H, carries 0.267; number 13, H, carries 0.270

=====

3.
Molecular formula: C4H5NO3
Method: DFT, ωB97M-V with the def2-TZVPD basis set

Cartesian coordinates (Å):
1 H 0.55 -0.58 -1.14
2 H 1.37 1.36 0.12
3 O -2.71 0.59 -0.73
4 N 1.18 -0.30 1.22
5 H 0.08 1.41 1.12
6 H -0.12 1.13 -1.42
7 O -2.31 -0.43 -1.64
8 C 2.08 -1.06 1.40
9 O 2.88 -1.90 1.56
10 C -1.62 -0.20 -0.53
11 C -0.13 0.23 -0.74
12 C 0.62 0.70 0.49
13 H -1.86 -0.94 0.29

highest occupied orbital energy = -10.583 eV
Kohn-Sham gap = 11.108 eV
SMILES string = O=C=NCCC1OO1
E_LUMO = 0.0193 hartree
M = 115.09 u

Partial charges, Mulliken, in e: number 1, H, carries 0.283; number 2, H, carries 0.375; number 3, O, carries -0.291; number 4, N, carries -0.240; number 5, H, carries 0.381; number 6, H, carries 0.266; number 7, O, carries -0.271; number 8, C, carries 0.574; number 9, O, carries -0.482; number 10, C, carries 0.194; number 11, C, carries -0.494; number 12, C, carries -0.643; number 13, H, carries 0.349

=====

4.
Molecular formula: C4H5NO3
Method: DFT, ωB97M-V with the def2-TZVPD basis set

Cartesian coordinates (Å):
1 C 0.70 -1.48 -0.23
2 H -1.88 -0.45 -0.42
3 O 1.92 0.30 0.76
4 O -0.24 -2.22 -0.19
5 H -2.32 1.26 -0.28
6 O 1.79 -1.62 -1.07
7 H -1.16 0.72 -1.53
8 N -0.54 1.61 1.41
9 C -1.51 0.57 -0.51
10 C 0.84 -0.04 0.31
11 H 2.56 -1.11 -0.76
12 H 0.26 1.67 2.04
13 C -0.41 0.80 0.46

highest occupied orbital energy = -10.211 eV
Kohn-Sham gap = 9.312 eV
SMILES string = [H]/N=C(/C)C(=O)C(=O)O
E_LUMO = -0.0330 hartree
M = 115.09 u

Partial charges, Mulliken, in e: number 1, C, carries 0.563; number 2, H, carries 0.329; number 3, O, carries -0.563; number 4, O, carries -0.485; number 5, H, carries 0.330; number 6, O, carries -0.470; number 7, H, carries 0.338; number 8, N, carries -0.635; number 9, C, carries -1.228; number 10, C, carries 0.474; number 11, H, carries 0.355; number 12, H, carries 0.256; number 13, C, carries 0.737

=====

Stability verdict: 4, ahead by 55.3 kcal/mol